An isolated ion of composition C5H11N3 and charge +2 at a distorted geometry. Source: the Open Molecules 2025 dataset; level of theory: ωB97M-V/def2-TZVPD.

Output
- 2S+1 = 1
- orbital gap (Ha) = 0.3591
- charge = +2
- electronic energy (Ha) = -360.6089
- E_LUMO (eV) = -9.45
- structure (SMILES) = C=N/C(=[NH+]/C)[N+](=C)C

Last column: natural (NBO) charge in e.
Atoms and positions in Å:
C: 2.98 -0.37 -0.42  0.190
N: 1.82 -0.25 0.05  -0.392
C: 0.58 -0.41 0.05  0.689
N: -0.04 -1.54 0.17  -0.514
C: -1.46 -1.50 0.54  -0.451
N: -0.16 1.07 0.10  -0.253
C: 0.00 1.98 0.93  0.143
C: -1.24 1.03 -0.93  -0.436
H: 3.05 -0.50 -1.46  0.233
H: 3.81 -0.20 0.27  0.260
H: 0.20 -2.44 -0.19  0.476
H: -2.21 -1.50 -0.35  0.250
H: -1.65 -0.72 1.26  0.225
H: -1.59 -2.49 0.95  0.266
H: -0.37 3.02 0.69  0.289
H: 0.78 1.75 1.65  0.251
H: -1.01 0.14 -1.52  0.236
H: -1.27 2.00 -1.43  0.275
H: -2.20 0.95 -0.37  0.265